# 1
{"formula": "C36H33N6O4S2SbSe4Zn", "method": "ωB97M-V/def2-TZVPD", "energy_ha": -14443.11386, "relative_energy_kj_mol": 80.80, "homo_energy_ha": -0.0871, "charge": -2, "species": ["Zn", "N", "C", "C", "C", "C", "C", "C", "C", "N", "C", "C", "N", "C", "H", "H", "H", "H", "H", "H", "H", "Se", "Sb", "Se", "Se", "Se", "C", "C", "C", "C", "C", "C", "C", "C", "C", "C", "O", "O", "H", "H", "H", "H", "H", "H", "H", "H", "H", "H", "H", "N", "C", "C", "C", "C", "C", "C", "S", "O", "O", "N", "C", "S", "C", "C", "N", "H", "H", "H", "H", "H", "H", "H", "H", "C", "C", "C", "C", "C", "C", "C", "H", "H", "H", "H", "H", "H", "H"], "positions_angstrom": [[0.2201, -0.4342, -0.5281], [-8.8999, -1.1256, -6.2622], [-7.8927, -0.9096, -5.7452], [-6.6250, -0.6349, -5.1211], [-6.3352, -1.1389, -3.8538], [-5.1181, -0.8720, -3.2560], [-4.1775, -0.1086, -3.9420], [-4.4562, 0.3885, -5.2109], [-5.6816, 0.1340, -5.7972], [-2.9214, 0.1606, -3.3560], [-2.0774, 1.2253, -3.6396], [-0.9823, 1.0670, -2.8576], [-1.1375, -0.0840, -2.1027], [-2.3075, -0.5910, -2.4066], [-7.0706, -1.7284, -3.3210], [-4.9109, -1.2463, -2.2577], [-3.7089, 0.9606, -5.7447], [-5.9062, 0.5174, -6.7826], [-2.3624, 2.0142, -4.3139], [-0.1033, 1.6926, -2.7599], [-2.7477, -1.4826, -1.9724], [-4.5493, -0.6047, 3.5253], [-4.1543, -0.6025, 1.1488], [-4.2715, -2.7197, -0.0602], [-4.7698, 1.3904, -0.0862], [-1.4771, -0.3011, 1.1471], [5.7598, 3.8405, 3.0574], [4.7601, 3.4962, 1.9832], [5.1630, 2.9071, 0.7949], [4.2435, 2.5402, -0.1866], [4.7059, 1.8879, -1.4635], [2.8889, 2.7722, 0.0390], [2.4541, 3.3573, 1.2319], [0.9857, 3.5691, 1.4868], [3.4009, 3.7214, 2.1819], [1.8710, 2.3015, -0.9868], [1.7987, 2.8441, -2.0919], [1.2183, 1.2782, -0.5842], [6.7807, 3.8043, 2.6714], [5.6972, 3.1384, 3.8947], [5.5867, 4.8412, 3.4611], [6.2192, 2.7088, 0.6280], [5.7637, 1.6255, -1.3997], [4.5559, 2.5564, -2.3137], [4.1417, 0.9764, -1.6708], [0.5164, 4.1086, 0.6607], [0.8257, 4.1355, 2.4052], [0.4626, 2.6152, 1.5669], [3.0648, 4.1779, 3.1104], [3.6312, -7.7727, -0.1071], [3.3526, -6.4264, -0.3829], [2.0329, -5.9648, -0.3631], [1.7493, -4.6460, -0.6532], [2.7805, -3.7711, -0.9853], [4.0902, -4.2195, -1.0170], [4.3752, -5.5457, -0.7241], [2.4055, -2.0618, -1.1969], [1.1783, -1.9890, -1.9741], [3.5898, -1.4373, -1.7309], [1.9328, -1.5148, 0.2178], [2.8057, -0.9138, 1.1150], [4.5474, -1.0521, 1.0923], [4.6317, -0.0972, 2.5237], [3.3830, 0.2732, 2.8884], [2.3555, -0.1923, 2.1038], [2.9422, -8.2210, 0.4733], [4.5599, -7.9345, 0.2428], [1.2282, -6.6475, -0.1088], [0.7274, -4.2851, -0.6226], [4.8808, -3.5265, -1.2736], [5.4015, -5.8990, -0.7547], [5.5753, 0.1817, 2.9707], [3.1496, 0.9127, 3.7310], [-0.8737, -0.1095, 2.9894], [-0.6452, -1.3964, 3.7351], [-1.0988, -1.5143, 5.0453], [-0.8444, -2.6594, 5.7896], [-0.1302, -3.7086, 5.2287], [0.3161, -3.6043, 3.9164], [0.0577, -2.4610, 3.1755], [0.0554, 0.4539, 2.9276], [-1.6416, 0.4811, 3.4770], [-1.6880, -0.7089, 5.4687], [-1.2224, -2.7375, 6.8033], [0.0637, -4.6078, 5.8027], [0.8644, -4.4224, 3.4607], [0.3949, -2.3911, 2.1507]], "lowdin_charge": [0.443, 0.126, -0.196, -0.245, -0.003, -0.011, -0.168, -0.009, -0.039, -0.006, -0.035, -0.071, 0.005, -0.143, 0.126, 0.004, 0.106, 0.112, 0.112, 0.091, 0.052, -0.200, -0.246, -0.183, -0.239, 0.579, -0.067, -0.296, -0.032, -0.204, -0.033, -0.058, -0.204, -0.019, -0.031, -0.598, 0.029, -0.096, 0.066, 0.070, 0.070, 0.108, 0.072, 0.083, 0.062, 0.092, 0.073, 0.070, 0.112, 0.080, -0.326, -0.029, -0.044, -0.283, -0.063, -0.039, 0.550, -0.334, -0.329, -0.192, -0.678, 1.024, -0.428, -0.250, 0.067, 0.079, 0.077, 0.112, 0.125, 0.107, 0.106, 0.054, 0.105, -0.490, -0.300, -0.067, -0.103, -0.120, -0.091, -0.059, 0.037, 0.028, 0.098, 0.091, 0.085, 0.093, 0.071]}

=====

# 2
{"formula": "C2H5O2", "method": "ωB97M-V/def2-TZVPD", "energy_ha": -229.53507, "relative_energy_kj_mol": 183.60, "homo_energy_ha": [-0.3413, -0.3411], "multiplicity": 2, "species": ["O", "H", "C", "C", "O", "H", "H", "H", "H"], "positions_angstrom": [[-2.9342, 0.5123, 1.1003], [-3.1038, 1.4431, 0.8584], [0.0728, -0.7604, 0.0330], [1.1191, 0.0412, -0.1492], [2.3199, -0.4183, -0.6384], [-0.6939, -0.2390, 0.6149], [-0.2492, -1.7298, -0.3054], [0.9429, 1.1074, -0.0603], [2.5265, 0.0435, -1.4533]], "lowdin_charge": [-0.004, 0.014, 0.021, -0.284, -0.023, 0.022, 0.061, 0.103, 0.090]}

=====

# 3
{"formula": "C27H25O9S2", "method": "ωB97M-V/def2-TZVPD", "energy_ha": -2517.34912, "relative_energy_kj_mol": 188.32, "homo_energy_ha": -0.1115, "charge": -1, "species": ["C", "C", "C", "O", "C", "O", "C", "C", "C", "C", "C", "C", "C", "C", "C", "O", "O", "H", "H", "H", "H", "H", "H", "H", "H", "H", "H", "H", "H", "C", "O", "C", "S", "C", "C", "C", "C", "C", "C", "O", "O", "S", "C", "C", "C", "C", "C", "C", "O", "O", "H", "H", "H", "H", "H", "H", "H", "H", "H", "H", "H", "H", "H"], "positions_angstrom": [[2.8343, -0.3557, -0.6400], [3.0179, -0.0825, 0.8426], [4.3752, -0.5411, 1.3679], [2.9235, 1.3294, 1.1183], [1.6712, 1.8929, 0.9887], [1.5737, 3.0645, 0.6972], [0.4898, 1.0238, 1.2519], [-0.7408, 1.6085, 1.4257], [-2.0217, 1.0408, 1.0638], [-2.1848, -0.1329, 0.2698], [-3.4516, -0.6809, 0.0737], [-4.5885, -0.0757, 0.6166], [-4.4605, 1.1666, 1.2511], [-3.2019, 1.7329, 1.4226], [0.7345, -0.4003, 1.6120], [-0.1205, -1.1701, 1.9529], [2.0384, -0.8072, 1.6292], [1.8840, 0.0381, -1.0164], [3.6533, 0.1118, -1.1995], [2.8771, -1.4346, -0.8214], [4.4513, -0.2889, 2.4273], [4.4679, -1.6222, 1.2551], [5.1862, -0.0479, 0.8286], [-0.7210, 2.6619, 1.6981], [-1.3108, -0.5692, -0.2211], [-3.5528, -1.5893, -0.5290], [-5.5686, -0.5473, 0.5215], [-5.3454, 1.7127, 1.5962], [-3.0829, 2.7495, 1.8141], [-0.3823, -3.1356, 6.2132], [-1.0116, -2.0903, 7.0794], [-1.3905, -0.8690, 6.7257], [-2.9372, -0.5576, 7.6637], [-4.2063, -1.1520, 6.5504], [-4.3678, -0.3706, 5.4116], [-5.0172, -0.9131, 4.3102], [-5.5077, -2.2197, 4.3581], [-5.3932, -2.9686, 5.5332], [-4.7569, -2.4322, 6.6552], [-2.9007, -1.4489, 8.8036], [-3.0860, 0.8618, 7.8254], [-0.0702, 0.3777, 6.7790], [-0.1005, 0.9818, 8.4698], [-0.5031, 2.3030, 8.6460], [-0.4254, 2.8936, 9.9033], [0.0260, 2.1624, 10.9990], [0.3796, 0.8208, 10.8326], [0.3217, 0.2192, 9.5702], [1.1416, -0.4049, 6.6203], [-0.3642, 1.4697, 5.8959], [-0.4267, -3.9933, 6.8618], [-1.0001, -3.2575, 5.3274], [0.6315, -2.8531, 5.9925], [-3.9098, 0.6202, 5.3824], [-5.1136, -0.3028, 3.4150], [-5.9831, -2.6451, 3.4807], [-5.7843, -3.9834, 5.5742], [-4.6434, -3.0003, 7.5785], [-0.8603, 2.8663, 7.7862], [-0.7147, 3.9396, 9.9940], [0.1007, 2.6374, 11.9768], [0.7198, 0.2381, 11.6909], [0.5978, -0.8294, 9.4382]], "lowdin_charge": [0.020, -0.525, 0.017, 0.072, -0.404, 0.120, -0.024, 0.096, -0.179, -0.009, -0.070, -0.088, -0.099, -0.020, -0.416, 0.142, 0.078, 0.095, 0.099, 0.100, 0.101, 0.095, 0.092, 0.137, 0.118, 0.107, 0.106, 0.109, 0.120, -0.019, -0.281, -0.494, 0.670, -0.279, -0.066, -0.078, -0.096, -0.094, -0.055, -0.335, -0.335, 0.647, -0.279, -0.084, -0.093, -0.110, -0.093, -0.045, -0.338, -0.343, 0.071, 0.079, 0.061, 0.119, 0.073, 0.090, 0.094, 0.111, 0.107, 0.096, 0.090, 0.095, 0.120]}

=====

# 4
{"formula": "CBrClFNO2", "method": "ωB97M-V/def2-TZVPD", "energy_ha": -3377.28955, "relative_energy_kj_mol": 19.33, "homo_energy_ha": -0.4132, "species": ["C", "N", "O", "O", "F", "Cl", "Br"], "positions_angstrom": [[-0.4168, 0.4013, 0.2218], [0.7136, -0.6151, -0.2824], [0.2857, -1.6280, -0.7494], [1.8642, -0.2581, -0.1676], [-0.0800, 0.5073, 1.5986], [-0.2435, 1.9292, -0.5377], [-2.1233, -0.3365, -0.0833]], "lowdin_charge": [-1.208, -0.420, 0.036, 0.090, -0.065, 0.729, 0.838]}

=====

# 5
{"formula": "C5H9ClN2O2S", "method": "ωB97M-V/def2-TZVPD", "energy_ha": -1314.12320, "relative_energy_kj_mol": 50.46, "homo_energy_ha": [-0.3248, -0.3316], "species": ["C", "C", "C", "C", "C", "N", "N", "O", "O", "S", "Cl", "H", "H", "H", "H", "H", "H", "H", "H", "H"], "positions_angstrom": [[-0.1148, -1.4684, 0.0338], [0.2839, 0.9841, -0.7986], [-1.2101, -2.1194, 0.9129], [0.9344, 2.3212, -0.3535], [0.0419, -0.0378, 0.1532], [0.5672, -2.2526, -0.7274], [0.1080, 0.7710, -2.0466], [4.1419, 1.6006, 0.5821], [2.3537, -0.1271, 0.7799], [3.8491, 0.2234, 0.8897], [4.5955, -0.7943, -0.9304], [-1.4887, -1.3149, 1.6022], [-0.8299, -2.9915, 1.4553], [-2.1064, -2.1465, 0.1334], [0.4484, 3.0627, -0.8451], [1.9983, 2.3492, -0.5725], [0.8001, 2.5610, 0.6789], [0.0926, 0.1793, 1.2043], [1.2269, -1.9477, -1.3820], [-0.1277, -0.1768, -2.2085]], "lowdin_charge": [-0.402, -0.349, -0.015, -0.004, 0.127, 0.235, 0.249, -0.521, -0.575, 0.530, 0.016, 0.062, 0.091, 0.137, 0.041, 0.080, 0.080, 0.126, 0.049, 0.045]}

=====

# 6
{"formula": "C6H7ClO", "method": "ωB97M-V/def2-TZVPD", "energy_ha": -768.21133, "relative_energy_kj_mol": 138.77, "homo_energy_ha": -0.3424, "smiles": "Clc1ccccc1.O", "species": ["C", "C", "C", "C", "C", "C", "O", "Cl", "H", "H", "H", "H", "H", "H", "H"], "positions_angstrom": [[-0.9126, 0.8818, -0.9659], [-1.3368, 0.5461, 1.4367], [0.3589, 0.3023, -0.8415], [-0.0253, 0.0633, 1.5835], [-1.6568, 1.0195, 0.1700], [0.8160, -0.1020, 0.4137], [1.0825, -2.2801, -1.2572], [2.6569, -0.2708, 0.6981], [-1.2587, 1.4267, -1.8212], [-1.9579, 0.7104, 2.2972], [1.0092, 0.4127, -1.6553], [0.3641, -0.0615, 2.5649], [-2.5751, 1.6810, 0.0854], [1.6303, -1.8532, -0.7233], [1.8053, -2.4762, -1.9851]], "lowdin_charge": [-0.076, -0.075, -0.116, -0.076, -0.123, -0.523, -0.060, 0.570, 0.104, 0.100, 0.093, 0.088, 0.125, -0.156, 0.126]}